Entry 1:
Below is an isolated molecule of C5H12N2 in a non-equilibrium geometry, with properties calculated with the ωB97M-V functional and the def2-TZVPD basis.

Values from the calculation:
SMILES   N/C=C/CCCN
Orbital gap   8.73 eV
LUMO   1.10 eV
Energy relative to the best compared isomer or geometry (same formula, charge and spin)   55.6 kcal/mol
E_HOMO   -7.63 eV
Calculated total energy   -307.14080 Ha

CARTESIAN COORDINATES (ANGSTROEM)
N: 0.37630 -2.89212 -0.49842
C: 0.83983 -1.65426 -0.76941
C: 1.21909 -0.77509 0.11346
C: 1.18586 0.61366 -0.14860
C: -0.07699 1.19234 -0.67275
C: -1.25812 0.88626 0.32093
N: -1.58444 2.12880 1.16579
H: 0.15963 -3.69586 -1.21376
H: 0.56614 -3.33179 0.37833
H: 0.50968 -1.21995 -1.77992
H: 1.64089 -1.13820 1.05411
H: 1.92979 0.89606 -0.90678
H: 1.49723 1.02431 0.79495
H: -0.19054 2.26252 -0.77897
H: -0.43552 0.72614 -1.55000
H: -0.86891 0.14524 1.03786
H: -2.23757 0.48019 -0.10810
H: -2.43317 1.96369 1.77243
H: -0.83917 2.38805 1.78885

Löwdin analysis output, partial charges in e: N 0.02; C -0.26; C -0.21; C -0.28; C -0.20; C -0.24; N -0.05; H 0.14; H 0.07; H 0.15; H 0.12; H 0.12; H 0.11; H 0.10; H 0.08; H 0.09; H 0.12; H 0.07; H 0.04

Entry 2:
Below is a structure of composition C15H17N4O3PdS2, with properties calculated with the ωB97M-V functional and the def2-TZVPD basis.

Values from the calculation:
Orbital gap   8.03 eV
LUMO   -3.68 eV
Energy relative to the best compared isomer or geometry (same formula, charge and spin)   11.2 kcal/mol
E_HOMO   -11.71 eV
Calculated total energy   -1950.57572 Ha
Total charge   +1

CARTESIAN COORDINATES (ANGSTROEM)
Pd: 0.68298 0.55564 0.00266
C: 1.04595 0.15945 4.64823
C: 1.05216 -0.10726 3.17909
N: 0.07662 -0.22105 2.38918
N: -1.23912 -0.16582 2.57758
C: -1.94166 -0.51547 1.46812
N: -3.26225 -0.59682 1.57441
S: -1.18226 -0.91411 -0.00158
C: 2.32415 -0.33869 2.41986
C: 3.52418 -0.59057 3.06047
C: 4.64666 -0.91336 2.31143
C: 4.53680 -0.97784 0.93571
C: 3.31389 -0.68422 0.35625
N: 2.23482 -0.36554 1.07077
H: 0.03450 0.29391 5.02745
H: 1.61646 1.06107 4.87505
H: 1.49839 -0.67087 5.19195
H: -1.68413 0.07958 3.45486
H: -3.74498 -0.49663 2.45245
H: -3.80677 -0.77840 0.74774
H: 3.57822 -0.54725 4.13865
H: 5.58881 -1.11740 2.80127
H: 5.37704 -1.23384 0.30736
H: 3.19171 -0.68970 -0.71907
C: 3.91786 2.79027 -6.03706
C: 3.09646 2.80249 -4.78052
C: 2.01399 1.94367 -4.62001
C: 1.23992 1.97304 -3.46874
C: 1.56085 2.87523 -2.46869
C: 2.63362 3.74839 -2.60309
C: 3.39444 3.70189 -3.75486
S: 0.61483 2.96118 -0.98879
O: -0.41258 1.84396 -1.05986
O: 0.05240 4.25410 -0.85168
O: 1.51330 2.46200 0.11502
H: 3.71140 1.90718 -6.63905
H: 4.98359 2.81169 -5.80966
H: 3.69643 3.66958 -6.64453
H: 1.76365 1.24457 -5.40794
H: 0.39049 1.31295 -3.35410
H: 2.86608 4.45736 -1.81885
H: 4.23190 4.37917 -3.86750

Löwdin analysis output, partial charges in e: Pd 0.78; C 0.00; C -0.24; N -0.02; N 0.02; C -0.75; N 0.13; S 0.74; C -0.18; C 0.01; C -0.02; C -0.02; C -0.09; N -0.02; H 0.08; H 0.10; H 0.10; H 0.17; H 0.13; H 0.12; H 0.12; H 0.12; H 0.12; H 0.12; C -0.04; C -0.26; C -0.02; C -0.05; C -0.30; C -0.04; C -0.02; S 0.55; O -0.46; O -0.21; O -0.39; H 0.08; H 0.09; H 0.09; H 0.12; H 0.11; H 0.13; H 0.12

Entry 3:
Below is an isolated molecule of C5H3N3 in a non-equilibrium geometry, with properties calculated with the ωB97M-V functional and the def2-TZVPD basis.

Values from the calculation:
SMILES   [H]/N=C1/C=NC(C#C)=N1
Orbital gap   8.30 eV
LUMO   -1.70 eV
Energy relative to the best compared isomer or geometry (same formula, charge and spin)   104.8 kcal/mol
E_HOMO   -10.00 eV
Calculated total energy   -356.40504 Ha

CARTESIAN COORDINATES (ANGSTROEM)
H: 2.80333 -1.65032 -0.08613
N: 2.80384 -0.58041 -0.02502
C: 1.55924 -0.25684 -0.00267
C: 1.09966 1.27505 0.09261
N: -0.23183 1.36187 -0.38394
C: -0.59001 -0.08429 -0.23748
C: -2.01807 -0.41843 -0.06615
C: -3.28689 -0.20029 0.02133
N: 0.41268 -0.99021 -0.24271
H: 1.86280 2.00556 0.47058
H: -4.41474 -0.46169 0.45959

Löwdin analysis output, partial charges in e: H 0.09; N 0.15; C -0.46; C 0.04; N 0.11; C -0.33; C -0.05; C 0.11; N 0.11; H 0.12; H 0.12

Entry 4:
Below is a structure of composition C3H5IrO3 in a non-equilibrium geometry, with properties calculated with the ωB97M-V functional and the def2-TZVPD basis.

Values from the calculation:
Expectation value of S²   8.755
Orbital gap (spin up / spin down)   8.75 / 7.66 eV
LUMO (spin up / spin down)   -3.39 / -6.45 eV
Energy relative to the best compared isomer or geometry (same formula, charge and spin)   33.2 kcal/mol
E_HOMO (spin up / spin down)   -12.14 / -14.10 eV
Spin multiplicity   6
Calculated total energy   -446.75772 Ha
Total charge   +1

CARTESIAN COORDINATES (ANGSTROEM)
H: 0.42530 -4.26134 -1.92045
O: -1.08810 -1.28825 -0.75359
C: -0.44459 -0.69257 0.18907
C: -0.24037 -2.62364 -1.18088
O: -0.77662 0.37353 0.71845
O: 0.61723 -1.33969 0.61339
C: 0.97974 -2.41731 -0.27784
Ir: -2.27903 1.37661 0.80836
H: -0.03441 -2.40199 -2.23295
H: -0.89770 -3.42671 -0.83279
H: 1.86790 -2.10614 -0.83530
H: 1.19583 -3.28953 0.34611

Löwdin analysis output, partial charges in e: H 0.24; O 0.09; C -0.58; C -0.04; O -0.24; O 0.12; C -0.09; Ir 0.97; H 0.12; H 0.12; H 0.15; H 0.15

Entry 5:
Below is a structure of composition C32H59N4OP2PtS in a non-equilibrium geometry, with properties calculated with the ωB97M-V functional and the def2-TZVPD basis.

Values from the calculation:
Expectation value of S²   2.046
Orbital gap (spin up / spin down)   4.76 / 5.40 eV
LUMO (spin up / spin down)   -2.08 / -4.31 eV
Energy relative to the best compared isomer or geometry (same formula, charge and spin)   35.2 kcal/mol
E_HOMO (spin up / spin down)   -6.83 / -9.71 eV
Spin multiplicity   3
Calculated total energy   -2748.92183 Ha
Total charge   +1

CARTESIAN COORDINATES (ANGSTROEM)
C: -2.12841 -0.71337 -2.55130
C: -3.01671 0.68177 -0.85425
C: -3.23500 -0.46443 -3.36822
C: -4.09640 1.04429 -1.70266
C: -4.18935 0.47360 -2.95525
H: -3.28306 -0.97118 -4.32936
H: -4.85063 1.72010 -1.30057
H: -5.02492 0.71675 -3.60995
N: -1.98693 -0.06268 -1.38709
P: 0.56796 -1.22988 -2.14870
P: -1.58884 0.83201 1.56530
C: -1.07310 -1.75822 -2.87377
H: -1.36961 -2.71645 -2.41286
H: -1.03902 -1.95834 -3.95197
C: 0.98320 -0.61669 1.12891
O: 1.74662 -0.83145 1.98014
C: -3.01635 0.90813 0.53409
H: -3.90043 1.44978 0.89024
C: -2.45457 0.22396 3.19243
C: -0.76712 2.52757 1.94405
C: 1.58449 -2.82582 -2.06633
C: 1.17671 -0.00139 -3.47347
C: -1.44552 -0.74834 3.81287
H: -0.51066 -0.26101 4.12843
H: -1.89356 -1.23168 4.69648
H: -1.18623 -1.53603 3.09419
C: -2.85243 1.31701 4.20049
H: -2.01941 1.88680 4.62821
H: -3.58228 2.01271 3.76664
H: -3.36182 0.82495 5.04610
C: -3.75798 -0.48808 2.82127
H: -4.10820 -1.06145 3.69321
H: -4.54241 0.23644 2.56048
H: -3.63143 -1.17124 1.96869
C: 0.17761 2.31930 3.14709
H: 0.97314 1.59371 2.92378
H: 0.65295 3.28104 3.39278
H: -0.34813 1.98150 4.04797
C: 0.05690 3.00549 0.73955
H: 0.80125 2.25353 0.42987
H: -0.57730 3.25678 -0.12273
H: 0.62054 3.90972 1.02296
C: -1.79773 3.62668 2.21227
H: -2.39556 3.46442 3.11047
H: -1.25300 4.57166 2.35500
H: -2.46795 3.75156 1.35303
C: 2.68930 0.23498 -3.36836
H: 2.97145 1.05600 -4.04682
H: 2.97193 0.53186 -2.34792
H: 3.28446 -0.63368 -3.66088
C: 0.47710 1.34929 -3.26285
H: -0.61588 1.25908 -3.26786
H: 0.79117 1.81338 -2.31872
H: 0.75355 2.02863 -4.08601
C: 0.81886 -0.52805 -4.87528
H: 1.28189 0.12221 -5.63541
H: 1.18731 -1.54506 -5.05761
H: -0.26388 -0.50997 -5.05880
C: 0.63536 -4.02000 -1.87404
H: 0.05784 -4.22585 -2.78485
H: 1.23412 -4.91671 -1.66169
H: -0.06045 -3.86838 -1.03806
C: 2.55291 -2.72609 -0.87543
H: 2.02970 -2.77362 0.08454
H: 3.24678 -3.57906 -0.92065
H: 3.14467 -1.80055 -0.90171
C: 2.42054 -3.07903 -3.32851
H: 1.81812 -3.12023 -4.24349
H: 3.23398 -2.35560 -3.44354
H: 2.90210 -4.06287 -3.21598
Pt: -0.34919 -0.40289 -0.12096
N: -1.57315 -2.09422 0.26970
C: -2.14927 -2.56654 1.18952
C: -2.36359 -3.92923 1.87848
C: -3.77219 -3.92285 2.44059
C: -2.22110 -5.05458 0.85163
C: -1.34143 -4.15966 2.98779
H: -3.90357 -3.14427 3.20227
H: -4.49711 -3.74469 1.63548
H: -4.00842 -4.88650 2.90586
H: -1.19231 -5.08768 0.46174
H: -2.42029 -6.01257 1.35482
H: -2.93885 -4.93047 0.02659
H: -1.40193 -5.20776 3.32228
H: -0.31956 -4.00505 2.61013
H: -1.51171 -3.51862 3.86428
C: 3.66031 5.10810 -0.56156
N: 3.69010 3.69468 -0.98407
C: 3.87361 2.69190 -0.07720
S: 2.94235 1.25719 -0.07618
N: 4.82784 2.87111 0.86469
C: 6.05974 3.64007 0.63611
H: 4.40136 5.67759 -1.14108
H: 3.88059 5.21772 0.51083
H: 2.66563 5.53486 -0.76253
H: 3.01092 3.45819 -1.70935
H: 4.88620 2.08573 1.51499
H: 6.21834 4.29263 1.50555
H: 6.91922 2.96068 0.53911
H: 5.95891 4.23975 -0.27522

Results of the Löwdin charge analysis, in e, for atoms 1 through 99: C -0.32; C -0.31; C 0.01; C 0.00; C -0.03; H 0.12; H 0.12; H 0.12; N -0.09; P 1.01; P 1.00; C -0.26; H 0.08; H 0.08; C -0.53; O 0.04; C -0.18; H 0.09; C -0.63; C -0.65; C -0.67; C -0.66; C -0.10; H 0.08; H 0.10; H 0.03; C -0.09; H 0.07; H 0.08; H 0.10; C -0.11; H 0.09; H 0.08; H 0.05; C -0.07; H 0.07; H 0.10; H 0.05; C -0.14; H -0.04; H 0.08; H 0.09; C -0.09; H 0.05; H 0.09; H 0.08; C -0.11; H 0.09; H -0.02; H 0.06; C -0.10; H 0.07; H 0.05; H 0.10; C -0.09; H 0.10; H 0.06; H 0.07; C -0.10; H 0.08; H 0.10; H 0.05; C -0.10; H 0.06; H 0.10; H 0.07; C -0.09; H 0.07; H 0.06; H 0.09; Pt 0.83; N 0.07; C -0.09; C -0.58; C -0.06; C -0.04; C -0.04; H 0.07; H 0.10; H 0.10; H 0.08; H 0.10; H 0.10; H 0.10; H 0.10; H 0.08; C -0.08; N -0.04; C -0.79; S 0.69; N -0.06; C -0.06; H 0.08; H 0.09; H 0.09; H 0.12; H 0.12; H 0.09; H 0.09

Entry 6:
Below is the ion C2H3INO2 with charge +1 in a non-equilibrium geometry, with properties calculated with the ωB97M-V functional and the def2-TZVPD basis.

Values from the calculation:
SMILES   C[N+](=O)C(=O)I
Orbital gap   8.20 eV
LUMO   -6.99 eV
Energy relative to the best compared isomer or geometry (same formula, charge and spin)   20.6 kcal/mol
E_HOMO   -15.19 eV
Calculated total energy   -580.53551 Ha
Total charge   +1

CARTESIAN COORDINATES (ANGSTROEM)
C: -0.14199 -1.25503 -0.03307
N: 0.52263 -0.02866 0.25372
O: 1.51359 0.07554 0.83550
C: -0.26000 1.39432 -0.34590
O: -1.30466 1.17821 -0.78149
I: 0.80137 3.10787 0.01375
H: 0.39382 -2.10050 0.29716
H: -0.62019 -1.31370 -0.97921
H: -0.90459 -1.05804 0.73952

Löwdin analysis output, partial charges in e: C 0.07; N -0.16; O 0.20; C -0.80; O 0.13; I 1.16; H 0.12; H 0.12; H 0.16